# 1
16
Properties=species:S:1:pos:R:3:nbo_charge:R:1 method="wB97M-V/def2-TZVPD" gap_ev=9.59 homo_ev=-8.60 energy_ha=-271.5925 fmax_ev_per_a=0.308 e_lumo_ev=1.0 relative_energy_kj_mol=420.3
C -2.294 -0.957 -0.602 -0.6208
C -1.231 -0.467 0.360 -0.0604
O -0.213 0.182 -0.379 -0.5406
C 0.786 0.706 0.465 -0.0140
C 1.795 -0.152 1.076 -0.2546
C 2.036 1.102 -0.359 -0.5829
H -3.093 -1.472 -0.058 0.2125
H -1.865 -1.654 -1.327 0.2127
H -2.733 -0.118 -1.149 0.2127
H -1.668 0.229 1.094 0.1623
H -0.806 -1.312 0.927 0.1641
H 0.393 1.526 1.076 0.1841
H 2.900 0.460 -0.025 0.2902
H 1.766 -1.082 0.472 0.1422
H 2.377 2.115 -0.155 0.2425
H 1.848 0.895 -1.414 0.2500

---

# 2
15
Properties=species:S:1:pos:R:3:nbo_charge:R:1 method="wB97M-V/def2-TZVPD" gap_ev=8.40 homo_ev=-7.56 smiles="Cc1[nH][nH]c(=O)c1N" energy_ha=-395.9495 fmax_ev_per_a=11.895 e_lumo_ev=0.8 relative_energy_kj_mol=522.2
C 1.561 1.313 0.207 -0.6042
C 0.290 0.554 -0.038 0.1567
C -0.103 -0.739 0.321 -0.0511
C -1.466 -1.003 -0.197 0.6323
H 1.248 2.126 1.107 0.2041
H 1.877 1.620 -0.683 0.2198
H 2.161 0.829 0.720 0.2112
H -0.074 -2.622 1.314 0.3657
H 1.227 -2.070 0.872 0.3713
H -2.210 0.217 -1.754 0.3833
H -0.478 1.917 -0.863 0.3553
N 0.471 -1.549 1.111 -0.7837
N -1.729 0.217 -0.918 -0.4714
N -0.594 1.071 -1.025 -0.4150
O -2.180 -1.882 -0.173 -0.5745

---

# 3
84
Properties=species:S:1:pos:R:3:lowdin_charge:R:1 method="wB97M-V/def2-TZVPD" gap_ev=7.52 homo_ev=-11.24 energy_ha=-3653.3614 fmax_ev_per_a=1.103 e_lumo_ev=-3.7 total_charge=+1 relative_energy_kj_mol=151.2
Ti 0.088 -0.520 1.544 0.9530
N 2.050 -0.790 2.560 -0.0023
C 1.973 -2.109 3.258 -0.0963
C 0.605 -2.141 3.906 -0.4922
O 0.425 -2.436 5.061 0.1166
N -0.357 -1.714 3.005 -0.0852
C -1.628 -1.232 3.553 -0.0718
C -1.615 0.305 3.496 -0.4923
O -2.400 1.034 3.996 0.1596
O -0.556 0.733 2.702 -0.2153
H 2.150 -0.062 3.265 0.1209
H 2.885 -0.762 1.978 0.0721
H 2.050 -2.893 2.507 0.1254
H 2.742 -2.238 4.014 0.1341
H -2.472 -1.570 2.949 0.1347
H -1.775 -1.544 4.585 0.1383
C -0.727 0.608 -1.802 -0.3506
C 0.813 0.674 -1.902 -0.3143
P 1.684 0.419 -0.281 1.0232
C 2.344 2.041 0.202 -0.3939
C 3.111 2.781 -0.699 -0.0836
C 3.647 4.001 -0.324 -0.0513
C 3.443 4.486 0.964 -0.0550
C 2.697 3.751 1.873 -0.0621
C 2.145 2.534 1.488 -0.1233
C 3.194 -0.523 -0.631 -0.3528
C 4.369 -0.239 0.069 -0.1024
C 5.510 -1.006 -0.132 -0.0573
C 5.489 -2.057 -1.038 -0.0577
C 4.323 -2.348 -1.735 -0.0523
C 3.181 -1.592 -1.525 -0.0886
P -1.221 1.410 -0.231 1.0597
C -1.261 3.175 -0.709 -0.3372
C -2.249 3.582 -1.612 -0.0862
C -2.292 4.892 -2.056 -0.0622
C -1.356 5.815 -1.602 -0.0648
C -0.381 5.423 -0.701 -0.0623
C -0.334 4.105 -0.254 -0.0748
C -2.969 1.031 0.054 -0.3750
C -3.626 -0.034 -0.553 -0.0923
C -4.943 -0.324 -0.223 -0.0658
C -5.604 0.438 0.731 -0.0643
C -4.950 1.499 1.347 -0.0577
C -3.639 1.796 1.009 -0.0917
H -1.073 -0.425 -1.801 0.0580
H -1.180 1.112 -2.656 0.0979
H 1.125 1.663 -2.240 0.0845
H 1.191 -0.045 -2.628 0.0800
H 3.300 2.401 -1.697 0.1189
H 4.231 4.573 -1.033 0.1148
H 3.869 5.437 1.257 0.1145
H 2.529 4.128 2.873 0.1175
H 1.520 2.001 2.198 0.0812
H 4.412 0.603 0.750 0.1078
H 6.416 -0.772 0.411 0.1139
H 6.381 -2.645 -1.204 0.1140
H 4.302 -3.168 -2.441 0.1145
H 2.277 -1.855 -2.056 0.0789
H -2.994 2.876 -1.958 0.1126
H -3.063 5.196 -2.752 0.1116
H -1.398 6.840 -1.947 0.1110
H 0.344 6.139 -0.334 0.1085
H 0.418 3.818 0.463 0.0728
H -3.123 -0.640 -1.296 0.0958
H -5.450 -1.146 -0.710 0.1089
H -6.627 0.204 0.996 0.1102
H -5.457 2.093 2.096 0.1149
H -3.137 2.622 1.501 0.1180
O 0.823 -2.319 0.356 -0.0090
C -0.364 -2.385 0.001 -0.5205
O -1.188 -1.474 0.460 -0.1322
C -0.905 -3.426 -0.900 -0.1239
C -0.432 -3.524 -2.202 0.0104
C -0.985 -4.455 -3.066 0.0273
C -1.985 -5.271 -2.585 -0.1201
C -2.461 -5.207 -1.291 0.0317
C -1.921 -4.256 -0.441 0.0247
N -2.588 -6.270 -3.511 -0.3481
O -2.180 -6.282 -4.650 0.0959
O -3.381 -7.051 -3.039 0.1000
H 0.368 -2.881 -2.545 0.1087
H -0.654 -4.556 -4.090 0.1284
H -3.239 -5.884 -0.971 0.1298
H -2.283 -4.169 0.575 0.1337

---

# 4
16
Properties=species:S:1:pos:R:3:nbo_charge:R:1 method="wB97M-V/def2-TZVPD" gap_ev=9.97 homo_ev=-9.11 smiles="C[C@@H](CS)NC=O" energy_ha=-685.9470 fmax_ev_per_a=5.145 e_lumo_ev=0.9 relative_energy_kj_mol=188.8
O -1.313 -2.317 0.039 -0.5711
C -0.156 -2.349 0.054 0.5414
N 0.625 -1.203 0.269 -0.6575
C -0.033 0.060 0.233 -0.0749
C -0.451 0.496 -1.144 -0.4515
S -1.068 2.360 -0.876 -0.1003
C 0.946 1.142 0.948 -0.6223
H 0.337 -3.183 -0.341 0.1132
H 1.604 -1.205 0.351 0.3954
H -0.928 0.072 0.863 0.2074
H -1.356 -0.081 -1.395 0.2355
H 0.267 0.295 -1.909 0.2187
H -2.110 1.940 -0.173 0.1232
H 1.535 1.278 0.084 0.1933
H 0.600 2.174 1.342 0.2492
H 1.500 0.521 1.656 0.2001

---

# 5
11
Properties=species:S:1:pos:R:3:nbo_charge:R:1 method="wB97M-V/def2-TZVPD" gap_ev="7.50 / 6.36" homo_ev="-14.22 / -13.88" smiles="C/C(=N/SCl)[NH+]=S" energy_ha=-1444.3254 fmax_ev_per_a=4.924 e_lumo_ev="-6.7 / -7.5" total_charge=+1 relative_energy_kj_mol=113.7
C 0.008 -0.060 0.051 0.4529
C -1.333 0.684 -0.156 -0.6473
N 1.129 0.496 -0.016 -0.6484
N -0.277 -1.384 0.247 -0.6622
S 0.715 -2.553 0.125 0.4486
S 2.590 0.001 -0.110 0.9083
Cl 3.320 1.836 -0.067 -0.0428
H -1.454 1.304 0.634 0.2478
H -2.187 -0.041 -0.205 0.2258
H -1.280 1.315 -1.087 0.2707
H -1.231 -1.599 0.586 0.4466

---

# 6
9
Properties=species:S:1:pos:R:3:nbo_charge:R:1 method="wB97M-V/def2-TZVPD" gap_ev=9.26 homo_ev=-9.13 smiles="O=NCCF" energy_ha=-308.3468 fmax_ev_per_a=3.335 e_lumo_ev=0.1 relative_energy_kj_mol=357.4
C 0.140 -0.342 0.531 -0.3769
C -0.876 0.320 -0.502 0.0251
N 1.679 -0.442 0.263 0.1641
O 2.177 0.302 -0.521 -0.2759
F -1.749 1.070 0.209 -0.3470
H 0.192 0.140 1.576 0.2386
H 0.081 -1.398 0.626 0.2103
H -0.276 0.948 -1.251 0.1875
H -1.369 -0.599 -0.933 0.1742

---

# 7
37
Properties=species:S:1:pos:R:3:nbo_charge:R:1 method="wB97M-V/def2-TZVPD" gap_ev=3.00 homo_ev=-5.55 energy_ha=-1710.9565 fmax_ev_per_a=4.183 e_lumo_ev=-2.6
C 2.381 0.110 -4.519 -0.4235
N 2.141 1.282 -3.669 -0.4471
C 3.348 1.982 -3.212 -0.4226
C 0.877 1.692 -3.323 -0.1000
S -0.465 0.861 -3.873 -0.3934
S 0.661 3.027 -2.340 -0.3508
H 1.442 -0.331 -4.847 0.2483
H 2.946 0.392 -5.405 0.1886
H 2.934 -0.648 -3.969 0.1686
H 3.089 2.859 -2.622 0.2543
H 3.952 1.325 -2.590 0.1730
H 3.941 2.313 -4.062 0.1864
C -0.074 -2.226 -1.595 -0.4475
N -0.180 -1.597 -0.280 -0.2491
C 0.783 -2.040 0.734 -0.4226
C -1.350 -0.978 0.080 0.2803
C -1.580 -0.383 1.347 -0.1797
C -0.586 0.378 2.010 -0.0835
C -0.813 0.895 3.258 -0.1986
C -2.018 0.664 3.905 -0.0803
C -2.229 1.163 5.321 0.9718
F -3.542 1.418 5.501 -0.3115
F -1.818 0.198 6.170 -0.3109
F -1.502 2.285 5.500 -0.3097
C -3.012 -0.066 3.275 -0.1864
C -2.819 -0.559 2.010 -0.1386
H 0.846 -2.799 -1.679 0.2200
H -0.914 -2.898 -1.757 0.2162
H -0.077 -1.467 -2.372 0.2868
H 1.446 -2.805 0.338 0.2327
H 1.391 -1.207 1.077 0.2310
H 0.250 -2.461 1.584 0.2247
H -2.189 -1.095 -0.585 0.2352
H 0.336 0.600 1.505 0.2259
H -0.065 1.489 3.756 0.2441
H -3.936 -0.246 3.801 0.2418
H -3.594 -1.128 1.529 0.2263

---

# 8
27
Properties=species:S:1:pos:R:3:nbo_charge:R:1 method="wB97M-V/def2-TZVPD" gap_ev=9.99 homo_ev=-9.06 energy_ha=-1555.7966 fmax_ev_per_a=4.346 e_lumo_ev=0.9 relative_energy_kj_mol=0.0
C -2.387 1.533 -0.636 -0.9658
C -2.292 -1.209 -0.804 -0.9472
C 2.283 -1.713 0.418 -0.9523
C 0.930 -0.440 2.445 -0.9999
C 0.150 0.304 -0.206 -0.7394
C 0.579 0.005 -1.626 0.9567
C 0.676 1.763 0.274 0.9906
F 1.680 0.590 -2.019 -0.3029
F -0.406 0.308 -2.447 -0.3259
F 0.751 -1.290 -1.770 -0.3219
F 0.415 2.724 -0.649 -0.3333
F 1.992 1.896 0.457 -0.3220
F 0.077 2.096 1.445 -0.3273
P -1.732 0.115 0.347 0.8671
P 0.534 -1.222 0.867 0.8599
H -1.954 2.484 -0.309 0.2414
H -3.499 1.489 -0.703 0.2392
H -1.928 1.393 -1.636 0.2399
H -1.527 -1.948 -0.889 0.2461
H -2.581 -0.871 -1.941 0.2270
H -3.090 -1.698 -0.403 0.2276
H 2.493 -2.095 -0.526 0.2411
H 2.709 -2.426 1.124 0.2363
H 3.036 -0.994 0.457 0.2279
H 1.717 0.332 2.485 0.2351
H 1.246 -1.184 3.124 0.2394
H 0.127 0.059 3.122 0.2624

---

# 9
61
Properties=species:S:1:pos:R:3:nbo_charge:R:1 method="wB97M-V/def2-TZVPD" gap_ev=8.16 homo_ev=-11.80 energy_ha=-1562.6548 fmax_ev_per_a=7.409 e_lumo_ev=-3.6 total_charge=+1
C 7.218 0.565 -1.050 -0.2544
C 5.939 0.229 -1.168 -0.0570
C 4.391 -0.283 -1.123 -0.4591
C 3.363 0.861 -1.628 -0.4009
C 1.837 0.251 -1.703 -0.2397
N 1.465 -0.215 -0.328 -0.5816
C 0.277 0.170 0.235 0.6045
N -0.767 1.010 -0.373 -0.4770
C -1.790 1.051 0.677 0.4821
C -3.142 1.899 0.487 -0.5590
C -4.496 1.003 0.665 0.5670
O -5.526 1.588 1.133 -0.4677
C -4.419 -0.537 0.201 -0.1699
C -3.775 -1.665 1.119 -0.2278
C -3.650 -3.192 0.652 -0.2174
C -4.160 -3.656 -0.784 -0.1964
C -4.832 -2.517 -1.683 -0.1985
C -4.956 -1.011 -1.230 -0.1971
N -1.296 0.256 1.794 -0.3709
N -0.054 -0.318 1.579 -0.4130
H 8.326 0.502 -0.705 0.2938
H 4.165 -0.502 0.002 0.2137
H 4.233 -1.236 -1.764 0.2445
H 3.334 1.694 -0.834 0.2204
H 3.651 1.321 -2.648 0.2489
H 1.178 1.124 -2.095 0.2622
H 1.751 -0.634 -2.433 0.2235
H 2.046 -0.832 0.276 0.4260
H -3.153 2.787 1.222 0.2903
H -3.146 2.290 -0.600 0.3008
H -3.369 -1.401 2.174 0.2044
H -3.179 -3.934 1.401 0.2398
H -4.053 -4.738 -1.149 0.2539
H -5.236 -2.820 -2.717 0.2476
H -5.438 -0.273 -1.981 0.2524
H -1.809 0.132 2.680 0.4460
H 0.464 -0.916 2.241 0.4618
C -11.353 -3.670 -1.430 -0.2579
O -10.380 -2.650 -1.651 -0.4964
C -9.968 -2.026 -0.531 0.9789
O -10.349 -2.259 0.593 -0.6327
O -9.059 -1.095 -0.881 -0.5023
C -8.532 -0.350 0.215 -0.2555
H -11.610 -4.103 -2.398 0.1984
H -10.945 -4.461 -0.795 0.1920
H -12.260 -3.248 -0.988 0.1965
H -8.012 -1.008 0.915 0.1913
H -9.326 0.205 0.722 0.1987
H -7.811 0.368 -0.183 0.1909
C 13.766 2.423 1.186 -0.2581
O 12.424 2.208 0.751 -0.4962
C 11.519 3.023 1.325 0.9788
O 11.754 3.881 2.144 -0.6303
O 10.304 2.715 0.828 -0.5044
C 9.239 3.506 1.352 -0.2578
H 14.406 1.713 0.660 0.1988
H 14.095 3.435 0.938 0.1955
H 13.857 2.239 2.260 0.1941
H 9.388 4.562 1.110 0.1970
H 9.150 3.366 2.432 0.1929
H 8.312 3.173 0.883 0.1914

---

# 10
63
Properties=species:S:1:pos:R:3:nbo_charge:R:1 method="wB97M-V/def2-TZVPD" gap_ev=3.72 homo_ev=0.15 energy_ha=-4461.2499 fmax_ev_per_a=0.409 e_lumo_ev=3.9 total_charge=-2 relative_energy_kj_mol=35.4
Pd 0.473 -0.380 -0.117 0.3049
Br -0.641 7.507 1.879 -0.0253
C -0.696 5.621 2.186 -0.1107
C -1.292 5.147 3.338 -0.2509
C -1.333 3.777 3.559 -0.2736
C -0.781 2.885 2.638 0.2522
C -0.191 3.394 1.474 -0.2356
C -0.143 4.759 1.252 -0.2244
N -0.895 1.508 2.818 -0.4741
C 0.026 0.868 3.416 0.3313
C -0.294 -1.446 2.518 0.3975
C 0.062 -2.778 2.621 -0.4327
C -0.136 -3.570 1.451 -0.2225
C -0.680 -3.033 0.328 -0.2703
C -1.094 -1.651 0.336 -0.1070
N -0.951 -0.902 1.497 -0.5480
H -1.718 5.835 4.057 0.2079
H -1.806 3.383 4.450 0.2083
H 0.241 2.694 0.769 0.2730
H 0.328 5.147 0.359 0.2205
H 0.880 1.376 3.879 0.1602
H 0.545 -3.184 3.496 0.2021
H 0.182 -4.608 1.458 0.1851
H -0.795 -3.610 -0.582 0.2172
H -1.924 -1.367 -0.309 0.1889
S 2.365 0.951 0.961 -0.4768
C 3.889 0.739 0.127 -0.1402
C 5.015 1.498 0.491 -0.2652
C 6.232 1.346 -0.151 -0.2267
C 6.378 0.429 -1.190 -0.3014
C 5.273 -0.329 -1.563 -0.2231
C 4.055 -0.182 -0.918 -0.2018
H 4.913 2.219 1.294 0.2023
H 7.077 1.952 0.161 0.1831
H 7.328 0.309 -1.697 0.1836
H 5.362 -1.049 -2.370 0.1890
H 3.190 -0.772 -1.200 0.2227
N 0.074 -0.516 3.575 -0.4853
C 1.060 -0.977 4.504 0.1611
C 0.658 -1.519 5.716 -0.1743
C 1.603 -1.977 6.622 -0.2491
C 2.955 -1.885 6.318 -0.2363
C 3.356 -1.339 5.105 -0.2037
C 2.412 -0.893 4.190 -0.2207
H -0.403 -1.583 5.923 0.2109
H 1.286 -2.405 7.566 0.1953
H 3.698 -2.239 7.024 0.1942
H 4.409 -1.270 4.862 0.2061
H 2.711 -0.482 3.229 0.2775
C 0.396 -0.320 -2.354 -0.7928
C -0.146 -1.554 -2.825 -0.0109
C 0.674 -2.690 -3.056 -0.2626
C 0.158 -3.905 -3.453 -0.2150
C -1.215 -4.084 -3.645 -0.3525
C -2.045 -2.987 -3.426 -0.2286
C -1.533 -1.763 -3.032 -0.2379
H -0.239 0.549 -2.528 0.1883
H 1.436 -0.144 -2.627 0.1928
H 1.741 -2.591 -2.883 0.1945
H 0.832 -4.744 -3.605 0.1825
H -1.619 -5.043 -3.945 0.1815
H -3.119 -3.093 -3.557 0.1813
H -2.213 -0.935 -2.858 0.1840

---

# 11
15
Properties=species:S:1:pos:R:3:nbo_charge:R:1 method="wB97M-V/def2-TZVPD" gap_ev=9.63 homo_ev=-19.80 smiles="C1NC2=[NH+]N=N[C@H]2[NH2+]1" energy_ha=-391.4822 fmax_ev_per_a=4.489 e_lumo_ev=-10.2 total_charge=+2 relative_energy_kj_mol=20.3
C -0.166 1.210 0.453 0.5182
C -0.016 -0.583 -0.984 -0.0408
C 0.739 0.203 1.152 -0.0288
N 0.547 0.560 2.573 -0.0754
N -0.057 1.587 2.685 0.1726
N -0.605 0.750 -0.681 -0.4835
N -0.514 2.125 1.461 -0.3987
N 0.143 -1.076 0.446 -0.5189
H -0.867 -1.033 -1.516 0.2840
H 0.812 -0.409 -1.565 0.2651
H 1.833 0.489 0.979 0.3424
H -1.052 1.429 -1.293 0.4879
H -1.219 2.835 1.549 0.4856
H -0.844 -1.424 0.667 0.4982
H 0.741 -1.900 0.376 0.4919

---

# 12
67
Properties=species:S:1:pos:R:3:nbo_charge:R:1 method="wB97M-V/def2-TZVPD" gap_ev=8.57 homo_ev=-10.42 energy_ha=-1674.6241 fmax_ev_per_a=1.023 e_lumo_ev=-1.8 total_charge=+1 relative_energy_kj_mol=29.2
Pb -0.378 0.233 0.421 1.4518
C 0.323 0.899 2.858 -0.1837
C -0.606 -0.140 3.086 -0.0435
C -1.872 0.270 2.585 -0.1883
C -1.744 1.598 2.084 -0.1668
C -0.376 1.988 2.223 -0.2178
C 0.169 3.382 2.123 -0.6334
C -2.884 2.506 1.727 -0.6352
C -3.152 -0.482 2.797 -0.6364
C -0.380 -1.413 3.850 -0.6599
C 1.713 1.016 3.413 -0.6349
H 0.015 3.910 3.067 0.2334
H -0.325 3.959 1.340 0.2117
H 1.241 3.375 1.924 0.2145
H -3.358 2.882 2.637 0.2370
H -3.651 1.991 1.146 0.2113
H -2.542 3.371 1.158 0.2104
H -3.505 -0.335 3.821 0.2314
H -3.014 -1.553 2.642 0.2165
H -3.937 -0.137 2.125 0.2148
H -1.102 -1.491 4.664 0.2311
H 0.616 -1.438 4.288 0.2175
H -0.502 -2.297 3.218 0.2149
H 1.720 1.724 4.244 0.2320
H 2.422 1.378 2.666 0.2132
H 2.078 0.063 3.794 0.2158
N -1.711 1.611 -1.396 -0.8836
C -1.239 1.685 -2.790 -0.2167
C 0.090 2.430 -2.922 -0.4174
C 1.324 1.629 -2.512 -0.2147
N 1.461 1.463 -1.053 -0.9050
H -2.612 1.143 -1.379 0.3834
H -1.851 2.549 -1.032 0.3758
H -1.979 2.191 -3.417 0.1928
H -1.128 0.661 -3.154 0.2044
H 0.050 3.361 -2.346 0.2036
H 0.212 2.696 -3.973 0.2303
H 2.211 2.122 -2.925 0.1922
H 1.263 0.633 -2.954 0.1858
H 1.666 2.365 -0.631 0.3752
H 2.255 0.847 -0.880 0.4123
C -2.066 -3.963 -1.274 -0.4353
C -2.996 -3.283 -0.266 -0.4242
C -3.163 -1.912 -0.901 -0.0680
O -1.870 -1.583 -1.415 -0.5637
C -1.197 -2.800 -1.772 -0.0691
H -2.646 -4.391 -2.092 0.2142
H -1.468 -4.753 -0.825 0.2265
H -2.501 -3.183 0.703 0.2073
H -3.944 -3.800 -0.135 0.2314
H -3.460 -1.130 -0.199 0.1873
H -3.890 -1.955 -1.721 0.1771
H -0.218 -2.786 -1.289 0.1777
H -1.064 -2.830 -2.857 0.1816
C 3.484 -1.630 -3.714 -0.8103
S 2.418 -1.765 -2.252 1.2406
C 2.728 -3.514 -1.899 -0.8135
O 3.118 -1.027 -1.146 -1.0255
H 4.367 -2.257 -3.620 0.2418
H 3.777 -0.587 -3.816 0.2525
H 2.890 -1.933 -4.576 0.2407
H 3.801 -3.689 -1.879 0.2434
H 2.241 -4.123 -2.660 0.2401
H 2.296 -3.715 -0.920 0.2571
O 1.449 -1.865 0.921 -0.9810
H 1.696 -1.765 1.849 0.4882
H 2.206 -1.553 0.385 0.5072